Density functional theory data (ωB97M-V with the def2-TZVPD basis set) for 15 unconnected molecules or ions with the total composition C22H68F6N17O24S2 at a distorted geometry.

Output
Energy above the lowest of the compared OMol25 structures with the same formula, charge and spin, eV: 0.0000
Electronic energy, eV: -136370.894
Spin multiplicity: 1
Net charge: -1

XYZ file:
```
139
C22H68F6N17O24S2 | OMol25 | ωB97M-V with the def2-TZVPD basis set
C 0.9424 2.1764 14.4529
F -0.1479 1.5174 14.8418
F 1.1699 1.9858 13.1850
F 0.7201 3.4489 14.6881
S 2.4678 1.5895 15.3986
O 2.3220 0.1884 15.7301
O 3.5187 1.8469 14.4493
N 2.3644 2.5132 16.9005
S 3.7458 3.1973 16.8899
O 4.8879 2.3072 16.9307
O 3.7851 4.1911 15.8461
C 3.6317 4.0996 18.5374
F 2.4693 4.6841 18.8098
F 3.9394 3.2447 19.5259
F 4.4918 5.1290 18.5608
C 1.2970 -0.8423 11.6977
O 0.7172 -0.0598 10.9397
N 2.5398 -0.5481 12.1857
N 0.8161 -2.0408 12.0848
H 3.1380 -1.3166 12.4557
H 2.9177 0.3527 11.9549
H 1.1693 -2.4297 12.9487
H -0.1668 -2.1926 11.9346
C 5.2936 8.9555 18.2203
O 5.7912 9.6869 19.0646
N 5.7080 7.6624 18.0085
N 4.3218 9.3448 17.3608
H 6.4827 7.3107 18.5362
H 5.3485 7.1610 17.2163
H 3.9510 10.2753 17.4204
H 3.8204 8.7306 16.7412
C 4.0023 5.6198 12.0467
O 3.4288 4.5685 11.7274
N 4.3424 5.8476 13.3206
N 4.1676 6.6927 11.2544
H 4.8856 6.6132 13.6691
H 4.1866 5.0435 13.9149
H 4.0874 6.4470 10.2770
H 4.6483 7.5463 11.4593
C -0.9492 4.3431 17.7082
O -1.9588 4.7006 18.3372
N -0.2918 3.1748 18.0112
N -0.4195 5.0514 16.7102
H 0.5742 2.9845 17.4850
H -0.7129 2.6341 18.7425
H -0.8044 5.9054 16.3502
H 0.4485 4.7157 16.3447
C 1.5119 7.2443 14.8295
O 2.6461 7.6072 15.1817
N 0.3668 7.8361 15.2596
N 1.3783 6.4261 13.7534
H -0.5330 7.4946 14.9686
H 0.5411 8.4718 16.0203
H 0.6531 6.5284 13.0627
H 2.2098 5.9092 13.4915
C 5.1902 -2.2951 14.6691
O 4.4958 -2.6631 13.7274
N 5.5337 -3.1843 15.6619
N 5.5704 -1.0158 14.9539
H 5.2544 -4.1153 15.4027
H 5.5271 -2.8923 16.6253
H 5.2985 -0.4137 14.1906
H 6.3343 -0.7816 15.5599
C 1.0279 0.0216 19.6453
O 0.7041 -1.1037 20.0245
N 0.9371 1.1570 20.3870
N 1.4067 0.2294 18.3511
H 0.9763 2.0776 20.0000
H 0.8038 0.9778 21.3688
H 1.6080 1.1521 17.9557
H 1.5757 -0.5685 17.7702
C -0.4425 7.2644 20.7341
O -0.4596 8.0399 21.6874
N 0.4498 7.4552 19.7098
N -1.2250 6.1660 20.6203
H 1.1338 8.1719 19.8670
H 0.6065 6.6712 19.0991
H -1.3303 5.6742 19.7332
H -2.0785 6.1641 21.1527
C -2.9414 5.6643 14.1005
C -1.8198 5.1692 13.1982
O -1.5268 6.0805 12.1479
O -2.4962 6.5864 15.1319
H -3.3296 4.8220 14.6789
H -3.7594 6.1535 13.5709
H -2.1038 4.2479 12.6828
H -0.8789 5.0897 13.7405
H -1.9532 5.7816 11.3440
H -2.9831 6.3802 15.9358
C 6.2333 6.3171 21.7022
C 5.2022 7.2692 22.3532
O 3.9046 6.8775 22.0093
O 7.5725 6.6574 21.9787
H 6.0546 6.1140 20.6399
H 6.1330 5.3137 22.1334
H 5.4329 8.2805 21.9914
H 5.3498 7.3048 23.4318
H 3.8617 6.7833 21.0524
H 7.9738 7.1110 21.2342
C 3.7595 1.1115 22.2828
C 3.6785 2.5468 22.7869
O 3.0220 2.6946 24.0175
O 4.9000 0.3948 22.7460
H 3.5820 0.9982 21.2102
H 2.8240 0.7053 22.6873
H 3.1145 3.2348 22.1490
H 4.6503 3.0600 22.7838
H 3.4875 2.2510 24.7337
H 4.5995 -0.3791 23.2288
C 6.4470 -0.4656 19.2100
C 5.0339 -0.4742 18.6020
O 4.3463 -1.7070 18.7512
O 6.4235 -0.8805 20.5945
H 6.8530 0.5222 18.9757
H 7.1276 -1.2480 18.8698
H 5.1704 -0.3327 17.5257
H 4.4823 0.3696 19.0227
H 3.4337 -1.4986 18.9751
H 5.6567 -0.4326 20.9787
C 7.6606 3.2381 13.5755
C 7.4221 2.2069 14.7035
O 8.4940 1.3085 14.9960
O 8.0957 2.5775 12.3920
H 8.3657 3.9924 13.9288
H 6.6856 3.7105 13.4191
H 6.4844 1.7134 14.4277
H 7.1291 2.7439 15.6062
H 8.5017 0.6562 14.2876
H 7.2408 2.4034 11.9804
C -0.8383 -3.2801 16.4597
C -0.2743 -1.9188 15.9922
O 0.9411 -2.1441 15.2905
O -2.0311 -3.1257 17.1882
H -0.0870 -3.7898 17.0708
H -1.0197 -3.9525 15.6191
H -0.1874 -1.1975 16.8018
H -0.9276 -1.4889 15.2231
H 1.5071 -1.3527 15.2951
H -1.8561 -3.1564 18.1307
```

Density functional theory data (ωB97M-V with the def2-TZVPD basis set) for 2 unconnected molecules or ions with the total composition CH5NO2 at a distorted geometry.

Output
Energy above the lowest of the compared OMol25 structures with the same formula, charge and spin, eV: 6.7739
Electronic energy, eV: -6696.938
Spin multiplicity: 1
Net charge: 0

XYZ file:
```
9
CH5NO2 | OMol25 | ωB97M-V with the def2-TZVPD basis set
C -0.2352 -0.3866 -0.6154
N 0.9227 0.0522 0.0982
O -0.6928 1.1035 1.9345
O 1.1419 -0.0781 1.2885
H -0.7762 0.4026 -1.2408
H 0.0491 -1.1014 -1.4284
H -1.0360 -0.8227 0.1491
H 1.5261 0.8285 -0.4708
H -0.7096 1.8529 2.5495
```

Density functional theory data (ωB97M-V with the def2-TZVPD basis set) for a gas-phase ion, C35H36NO4S (charge +1) at a distorted geometry.

Output
Electronic energy, eV: -57382.479
Spin multiplicity: 1
SMILES: CCC(=C=[N+](Cc1ccccc1)S(=O)(=O)c1ccc(C)cc1)[C@H](/C=C/c1ccc(OC)cc1)c1ccc(OC)cc1
Net charge: +1

XYZ file:
```
77
C35H36NO4S | OMol25 | ωB97M-V with the def2-TZVPD basis set
C -3.8626 1.5838 2.3411
C -2.5621 0.7860 2.2695
C -1.8062 0.4894 0.8928
C -1.1157 1.5724 0.4871
N -0.5153 2.6004 -0.0759
C 0.7981 3.1717 0.3789
C 1.5505 2.1249 1.1276
C 1.9279 2.3806 2.4358
C 2.5351 1.3506 3.1597
C 2.7932 0.1258 2.5441
C 2.4509 -0.0866 1.2048
C 1.8427 0.9411 0.4793
S -1.4545 3.8114 -1.2478
O -2.4849 2.9577 -1.7897
O -1.7589 5.0007 -0.4445
C -0.1648 4.2407 -2.5045
C 0.3082 5.5580 -2.5783
C 1.2878 5.8707 -3.5374
C 1.8024 4.9134 -4.4188
C 2.8115 5.2844 -5.4252
C 1.2902 3.6067 -4.3263
C 0.3045 3.2707 -3.3822
C -1.7377 -1.0636 0.4114
C -1.4926 -2.3865 1.0224
C -2.0620 -2.8925 2.1772
C -1.5188 -4.0132 2.8828
C -2.1915 -4.5146 4.0368
C -1.7042 -5.5671 4.7862
C -0.4731 -6.1914 4.4127
O 0.0265 -7.1581 5.2217
C 1.2873 -7.7676 4.9129
C 0.1898 -5.7534 3.2521
C -0.3128 -4.6867 2.5176
C -1.2130 -0.9898 -0.9833
C -1.8236 -0.0977 -1.8661
C -1.3236 0.1401 -3.1265
C -0.1239 -0.4983 -3.5165
O 0.5230 -0.0548 -4.6664
C 1.6283 -0.7918 -5.1837
C 0.4187 -1.5085 -2.7109
C -0.1289 -1.7281 -1.4567
H -4.4333 1.3679 3.2584
H -3.6651 2.6582 2.3731
H -4.5476 1.3944 1.5034
H -1.9050 1.2919 3.0250
H -2.7564 -0.2218 2.7014
H 1.3709 3.5114 -0.5210
H 0.6170 4.0686 0.9763
H 1.7444 3.3760 2.8511
H 2.8171 1.5348 4.1981
H 3.2988 -0.6753 3.1052
H 2.6686 -1.0185 0.6952
H 1.5925 0.8429 -0.5759
H -0.0827 6.3228 -1.8877
H 1.6393 6.8865 -3.5953
H 3.0911 4.4419 -6.0254
H 2.4242 6.0483 -6.0779
H 3.7081 5.6844 -4.9794
H 1.6336 2.8463 -4.9961
H -0.0990 2.2441 -3.3421
H -2.8731 -0.7679 0.5397
H -0.9332 -3.1383 0.4684
H -2.9245 -2.4073 2.6188
H -3.1547 -4.0587 4.3155
H -2.2204 -5.9225 5.6742
H 1.4522 -8.4615 5.7451
H 1.2463 -8.3213 3.9827
H 2.0925 -7.0458 4.8793
H 1.1111 -6.2212 2.9300
H 0.2215 -4.3697 1.6226
H -2.6848 0.5169 -1.5089
H -1.8009 0.8571 -3.7996
H 1.8539 -0.2640 -6.1154
H 2.4745 -0.7351 -4.5193
H 1.3755 -1.8058 -5.3879
H 1.2774 -2.0804 -3.0464
H 0.4243 -2.4098 -0.7993
```